Entry 1:
C29H32CoN4O4S2Te | ωB97M-V/def2-TZVPD

```
73
Properties=species:S:1:pos:R:3:mulliken_spin:R:1
Co 0.63923 0.28864 -0.90348 0.81
N 4.63543 0.61263 0.34930 0.00
C 4.29198 1.39423 1.42364 0.00
C 2.93635 1.52459 1.37527 0.00
N 2.44757 0.85506 0.29393 0.03
C 3.48645 0.30671 -0.30481 0.00
C 3.27606 -0.48726 -1.47986 0.01
N 2.05411 -0.88565 -1.78248 -0.03
C 2.13446 -1.53022 -2.98193 0.00
C 3.42466 -1.52835 -3.40864 0.00
N 4.14730 -0.87089 -2.44176 0.00
H 5.56938 0.34737 0.09377 0.00
H 5.02318 1.77170 2.11550 0.00
H 2.29420 2.07035 2.04203 0.00
H 1.25897 -1.94007 -3.45462 0.00
H 3.89242 -1.93544 -4.28661 0.00
H 5.10980 -0.59611 -2.52317 0.00
C -2.04078 1.02286 3.53351 0.00
C -2.17373 1.85737 2.26671 0.00
S -0.55754 2.10800 1.42519 0.00
O -0.73938 1.49285 0.06467 -0.02
C -0.78018 3.88821 1.04154 0.00
C -0.45025 4.75107 2.24891 0.00
H -3.02937 0.80099 3.93766 0.00
H -1.47919 1.56104 4.29812 0.00
H -1.53590 0.08252 3.33387 0.00
H -2.59555 2.83646 2.49139 0.00
H -2.77954 1.35843 1.50935 0.00
H -1.79795 4.02965 0.67803 0.00
H -0.09606 4.06911 0.21026 0.00
H -1.14719 4.57058 3.07008 0.00
H -0.50661 5.80811 1.99166 0.00
H 0.55844 4.54046 2.60793 0.00
O 0.45383 -0.79274 1.72789 0.01
S -0.58021 -1.49718 0.89495 0.03
C -1.41427 -2.64934 2.04053 0.01
C -2.67185 -3.14363 1.72808 0.00
C -3.26359 -4.06868 2.57711 0.00
C -2.59987 -4.49163 3.72042 0.00
C -1.35977 -3.95492 4.04243 0.00
C -0.76463 -3.02661 3.20307 0.00
C 0.34723 -2.86600 0.13812 0.00
C -0.26662 -3.72534 -0.76206 0.00
C 0.47028 -4.75492 -1.32716 0.00
C 1.80726 -4.92266 -0.99035 0.00
C 2.40308 -4.07028 -0.07175 0.00
C 1.67090 -3.04051 0.50003 -0.01
H -3.16923 -2.79978 0.82982 0.00
H -4.24737 -4.45695 2.34670 0.00
H -3.04548 -5.24201 4.36081 0.00
H -0.85136 -4.25995 4.94817 0.00
H 0.19585 -2.58253 3.43820 0.00
H -1.30750 -3.57305 -1.01184 0.00
H -0.00426 -5.43312 -2.02471 0.00
H 2.38463 -5.72140 -1.43880 0.00
H 3.43785 -4.22107 0.21112 0.00
H 2.11267 -2.35938 1.21864 0.00
O -2.60290 -1.64693 -1.29787 0.00
C -2.05462 -0.86347 -2.08371 0.01
O -0.86864 -0.40308 -2.10615 0.02
H -2.66378 -0.54563 -2.96093 0.00
Te 1.44701 2.31249 -2.40156 0.14
C -0.33246 3.30182 -2.98204 -0.01
C -0.50214 4.66459 -2.75492 0.01
C -1.65700 5.30925 -3.17651 0.00
C -2.64924 4.60067 -3.83808 0.01
C -2.48430 3.24193 -4.07195 -0.01
C -1.33575 2.59447 -3.64056 0.00
H 0.28026 5.22173 -2.25314 0.00
H -1.77716 6.37072 -2.99410 0.00
H -3.54906 5.10381 -4.17016 0.00
H -3.24843 2.68514 -4.60108 0.00
H -1.21015 1.53119 -3.80161 0.00
```

Results
* energy relative to the best compared isomer or geometry (same formula, charge and spin): 28.0 kcal per mole
* E_HOMO (spin up / spin down): -6.053 / -6.095 eV
* 2S+1: 2
* lowest unoccupied orbital energy (spin up / spin down): -0.1 / -0.1 eV
* orbital gap (spin up / spin down): 5.97 / 6.01 eV



Entry 2:
C29H32N2O8TeV | ωB97M-V/def2-TZVPD

```
73
Properties=species:S:1:pos:R:3:mulliken_spin:R:1
V 2.63384 -1.09508 -0.84145 1.09
O 6.12978 -3.22751 -1.42074 0.00
C 5.27314 -2.34168 -1.03132 0.01
O 4.05102 -2.53293 -1.06281 0.00
C 5.85599 -1.03938 -0.56232 0.00
O 4.85729 -0.29498 0.11295 0.00
C 4.80708 -0.50658 1.52537 0.00
C 3.53947 -1.23950 1.92457 0.00
O 3.34155 -1.68886 3.00470 0.00
O 2.58946 -1.21000 0.95779 -0.01
H 5.69122 -4.03019 -1.75889 0.00
H 6.15327 -0.47725 -1.45070 0.00
H 6.73922 -1.21490 0.05227 0.00
H 4.80876 0.46713 2.01801 0.00
H 5.66593 -1.07257 1.88414 0.00
N 1.70401 2.26696 -2.22215 0.00
C 3.10502 2.37748 -2.61250 0.00
C 3.90688 1.10714 -2.46654 0.00
O 5.07253 1.01421 -2.67739 -0.01
O 3.18355 -0.01023 -2.09899 -0.04
H 1.17654 1.80974 -2.95937 0.00
H 1.31417 3.20210 -2.15799 0.00
H 3.60852 3.11281 -1.98302 0.00
H 3.26090 2.70168 -3.64663 0.00
C -3.72693 -0.89318 4.97805 0.00
C -2.88574 -0.47701 3.80934 0.00
C -3.43905 -0.32497 2.54198 0.00
C -2.69702 0.07977 1.44201 0.00
C -3.42357 0.19582 0.13003 0.00
C -1.32916 0.34570 1.64695 0.00
Te -0.06281 1.20058 0.21108 0.02
N 0.71875 -0.38029 -0.74864 -0.03
C 0.31341 -1.57219 -1.11062 -0.01
O 1.33931 -2.30199 -1.48243 -0.03
C -1.02754 -2.17717 -1.09357 0.00
C -1.74083 -2.35734 -2.27462 0.00
C -2.96856 -2.99811 -2.22992 0.00
C -3.46175 -3.47215 -1.02171 0.00
C -2.73399 -3.30814 0.14938 0.00
C -1.51215 -2.65572 0.12169 0.00
C -1.34363 1.98171 -1.24903 0.00
C -1.47446 1.37327 -2.48940 0.00
C -2.27533 1.97136 -3.44818 0.00
C -2.91787 3.16725 -3.15342 0.00
C -2.76018 3.76528 -1.91306 0.00
C -1.96353 3.18849 -0.92589 0.00
C -1.79646 3.84440 0.41868 0.00
C -0.72968 0.20076 2.91411 0.00
C 0.72053 0.44877 3.25069 0.00
C -1.53077 -0.22017 3.96752 0.00
H -4.69907 -1.26392 4.66019 0.00
H -3.89143 -0.04283 5.64246 0.00
H -3.22980 -1.66813 5.56095 0.00
H -4.49213 -0.53803 2.39925 0.00
H -3.73927 1.22411 -0.05937 0.00
H -4.32030 -0.41904 0.16122 0.00
H -2.82913 -0.13638 -0.71721 0.00
H -1.33414 -2.02686 -3.22254 0.00
H -3.53043 -3.14613 -3.14192 0.00
H -4.41353 -3.98587 -0.99578 0.00
H -3.11395 -3.69424 1.08567 0.00
H -0.93401 -2.53411 1.03016 0.00
H -0.97583 0.43696 -2.70406 0.00
H -2.40068 1.50604 -4.41644 0.00
H -3.54625 3.63852 -3.89700 0.00
H -3.26629 4.69795 -1.69777 0.00
H -2.47403 4.68868 0.52566 0.00
H -0.78145 4.23130 0.55330 0.00
H -2.01851 3.15718 1.24078 0.00
H 1.33728 0.78521 2.41801 0.00
H 1.17107 -0.47003 3.62576 0.00
H 0.79764 1.20056 4.03664 0.00
H -1.07588 -0.34330 4.94405 0.00
```

Results
* net charge: +2
* energy relative to the best compared isomer or geometry (same formula, charge and spin): 6.2 kcal per mole
* E_HOMO (spin up / spin down): -14.120 / -14.120 eV
* 2S+1: 2
* lowest unoccupied orbital energy (spin up / spin down): -7.5 / -6.8 eV
* orbital gap (spin up / spin down): 6.66 / 7.32 eV



Entry 3:
C29H32N7O5RbS3 | ωB97M-V/def2-TZVPD

```
77
Properties=species:S:1:pos:R:3:lowdin_charge:R:1
Rb -0.03960 0.03113 0.05953 0.85
C -4.88789 2.04892 -1.26860 -0.06
C -3.66820 1.46426 -0.60949 -0.30
N -2.52190 1.36357 -1.17622 0.02
N -2.42751 1.74760 -2.48069 0.02
C -1.15498 1.90604 -2.85767 -0.53
O -0.11816 1.93121 -2.17109 -0.11
C -0.99192 2.11099 -4.35310 -0.14
C 0.29697 2.14709 -4.87570 -0.03
C 0.50593 2.31057 -6.23798 -0.10
C -0.57611 2.45058 -7.09704 -0.13
C -1.86608 2.42199 -6.58128 -0.11
C -2.07300 2.24938 -5.22049 -0.04
C -3.77541 0.98254 0.79470 -0.23
C -4.90263 1.27467 1.56853 -0.04
C -4.96366 0.81958 2.87678 -0.09
C -3.91407 0.07708 3.38550 -0.07
C -2.83489 -0.17490 2.54463 -0.12
N -2.76504 0.26292 1.29806 0.07
H -4.67059 2.20446 -2.32190 0.05
H -5.16015 3.01106 -0.82261 0.07
H -5.75077 1.38490 -1.16793 0.07
H 1.12093 2.03935 -4.18234 0.11
H 1.51579 2.32576 -6.63234 0.09
H -0.41628 2.57884 -8.16179 0.08
H -2.71621 2.52769 -7.24646 0.09
H -3.06968 2.20903 -4.80315 0.09
H -5.71376 1.85722 1.15426 0.09
H -5.82816 1.04655 3.49084 0.09
H -3.91601 -0.30060 4.39879 0.10
H -1.99004 -0.76548 2.88604 0.10
C 4.94511 -3.46739 -1.10892 -0.06
N 3.71840 -2.87485 -1.58257 -0.14
C 3.28614 -3.24629 -2.91427 -0.03
C 3.03842 -1.88767 -0.92112 -0.40
O 2.08861 -1.32250 -1.41568 0.01
C 3.49160 -1.58649 0.50282 -0.15
O 2.59110 -0.71149 1.09336 -0.18
C 3.11606 -0.16338 2.28934 -0.16
C 1.99392 0.52007 3.10104 -0.62
O 1.03273 1.01810 2.46876 -0.16
N 2.57838 1.32438 4.15356 -0.18
C 1.65168 2.25009 4.77651 -0.09
C 3.41446 0.65986 5.12721 -0.11
H 4.96469 -4.52037 -1.39772 0.09
H 5.01890 -3.42390 -0.02615 0.07
H 5.83228 -2.98366 -1.53794 0.09
H 3.18438 -4.33226 -2.97980 0.09
H 4.00510 -2.91098 -3.67049 0.09
H 2.31783 -2.79296 -3.11352 0.07
H 4.50678 -1.15553 0.46166 0.14
H 3.55397 -2.52008 1.08192 0.14
H 3.86371 0.60313 2.03819 0.14
H 3.59066 -0.95850 2.87279 0.10
H 1.03873 2.69980 3.99974 0.08
H 2.22601 3.03009 5.28718 0.07
H 0.99629 1.75522 5.50457 0.06
H 4.14790 0.01300 4.64709 0.07
H 2.83142 0.05831 5.83954 0.06
H 3.96726 1.41381 5.69605 0.08
S -0.81969 -4.27350 1.67723 0.38
C -0.61990 -4.13115 0.00931 -1.21
N -0.65789 -3.06670 -0.75442 -0.02
C -0.45302 -3.35683 -2.08090 -0.35
C -0.47442 -2.41087 -3.11007 -0.03
C -0.23496 -2.81224 -4.41308 -0.11
C 0.02972 -4.15013 -4.71708 -0.14
C 0.04522 -5.10500 -3.70846 -0.14
C -0.19665 -4.70687 -2.40052 -0.53
S -0.27722 -5.63218 -0.93879 0.90
H -0.67084 -1.37221 -2.87414 0.11
H -0.25388 -2.07307 -5.20570 0.09
H 0.21588 -4.44667 -5.74302 0.08
H 0.24119 -6.14616 -3.93885 0.09
O 0.23103 -0.44439 6.15389 -0.61
S 0.49333 -1.37743 5.03952 0.72
N 1.34539 -1.02172 3.89195 -0.29
```

Results
* net charge: -2
* energy relative to the best compared isomer or geometry (same formula, charge and spin): 7.4 kcal per mole
* E_HOMO: -1.783 eV
* 2S+1: 1
* lowest unoccupied orbital energy: 3.8 eV
* orbital gap: 5.57 eV